1.
{
  "formula": "C20H63N5O9",
  "method": "ωB97M-V with the def2-TZVPD basis set",
  "smiles": "COC[C@H](C)N.COC[C@H](C)N.COC[C@H](C)N.COC[C@H](C)N.COC[C@H](C)N.O.O.O.O",
  "energy_ev": -47637.5443,
  "spin_multiplicity": 1,
  "e_above_lowest_ev": 0.846,
  "orbital_gap_ev": 8.35,
  "symbols": ["H", "H", "H", "H", "H", "H", "H", "H", "N", "H", "C", "H", "H", "C", "H", "H", "H", "N", "H", "H", "H", "C", "H", "C", "H", "H", "H", "H", "C", "N", "H", "H", "H", "H", "H", "H", "H", "O", "C", "O", "C", "H", "H", "C", "H", "H", "H", "H", "H", "C", "C", "C", "C", "H", "H", "C", "H", "H", "C", "H", "H", "H", "O", "H", "O", "C", "O", "H", "O", "H", "H", "H", "C", "C", "N", "H", "H", "H", "H", "H", "H", "N", "H", "O", "H", "C", "H", "C", "H", "H", "H", "O", "H", "H", "C", "O", "H"],
  "xyz": [[-2.529, 4.268, -0.893], [-2.068, -5.137, 2.381], [-5.217, -1.164, 2.528], [-0.672, 2.913, -0.235], [-3.181, 0.825, -1.106], [2.722, 5.998, 0.370], [2.723, -0.338, 1.649], [0.226, 5.330, 1.371], [1.662, 1.796, -1.455], [4.542, -1.647, 0.430], [4.778, 0.803, 3.317], [2.477, -1.463, -0.664], [0.939, 3.716, 1.528], [0.246, 2.874, -3.180], [-3.479, -3.051, -0.124], [-4.289, -0.785, 4.599], [-0.066, -0.696, 0.059], [0.308, -3.975, -1.933], [-4.500, -2.726, 2.061], [-0.369, 0.534, 0.843], [0.395, -5.746, 0.469], [-1.626, 4.768, -0.527], [1.833, 2.694, -1.043], [4.218, -0.649, 0.092], [6.155, 0.219, 0.327], [-1.111, 2.633, 1.943], [-0.998, 4.804, -4.271], [-4.286, 0.694, 1.415], [-0.853, 3.822, 0.344], [3.195, -0.807, -0.940], [1.254, -4.280, -1.811], [3.579, 1.070, 1.293], [-0.469, -0.089, 3.287], [-2.199, -2.007, 0.428], [-0.734, 2.414, -3.030], [1.933, -0.182, -3.473], [-1.658, 3.265, -4.995], [-2.794, 0.918, -1.995], [-0.819, 3.960, -4.937], [-0.514, 0.165, -0.049], [-0.584, -5.365, 0.166], [5.972, -0.543, -1.224], [2.322, 2.268, -3.302], [1.118, 0.514, -3.427], [3.251, 4.964, -0.850], [-1.557, -4.545, -1.505], [-5.091, -1.154, 0.307], [0.166, -3.135, -1.377], [-2.634, -1.385, 4.978], [5.449, 0.057, -0.483], [-0.577, -4.996, -1.301], [3.730, -0.017, 1.363], [-4.307, -1.670, 2.194], [-1.973, 5.628, 0.074], [3.836, 0.946, 3.874], [-3.537, -1.566, 4.399], [-3.068, -1.609, -1.056], [1.825, -2.415, 1.052], [-1.223, -4.453, 2.303], [0.268, 3.710, -2.476], [0.572, -6.700, -1.989], [-2.813, 0.373, 1.073], [0.918, -2.180, 0.851], [5.053, 0.985, -0.879], [1.225, 4.622, -0.333], [-3.186, -2.008, -0.045], [-3.189, -1.481, 3.021], [2.755, 0.115, -1.090], [0.355, 3.281, -4.529], [-1.094, -7.095, -1.651], [0.772, 0.592, -4.447], [-3.892, -2.561, 4.694], [-4.096, -1.137, 0.778], [-0.454, -6.314, -2.086], [-1.499, 3.510, 1.634], [-2.510, 3.462, 1.605], [0.399, -2.965, 0.954], [-0.694, -6.257, -3.151], [-0.687, 4.449, -5.899], [-2.082, 0.263, -1.973], [-1.481, -3.485, 2.725], [-3.733, 0.309, 0.655], [5.169, 1.740, 2.899], [-1.040, 0.469, 2.745], [0.279, 0.014, -2.916], [2.559, 4.985, -0.009], [-1.904, 0.036, 2.779], [1.377, 1.912, -2.907], [0.884, 1.334, -1.015], [-0.431, -4.845, 2.961], [-1.076, 5.137, -1.398], [-0.913, -4.246, 0.969], [2.985, 4.272, 0.689], [5.512, 0.472, 4.041], [0.431, 4.401, 0.842], [4.676, -0.241, 2.366], [-1.286, -6.187, 0.249]],
  "forces_ev_per_angstrom": [[0.1, 0.0, -0.1], [-0.2, 0.0, 0.2], [0.1, 0.0, 0.8], [0.2, -0.1, 0.0], [-0.1, 0.1, -0.1], [-0.7, 0.1, 0.4], [-0.1, -0.6, 0.1], [0.1, 0.2, 0.1], [0.2, -0.5, -0.7], [-0.1, -0.1, -0.2], [0.0, -0.5, 0.3], [-0.1, 0.1, 0.0], [0.1, -0.1, 0.0], [-0.1, -0.1, -0.3], [-0.4, 0.0, 0.2], [0.2, -0.4, 0.3], [0.0, 0.2, -0.2], [-0.9, -0.7, 1.5], [-0.3, -0.5, 0.3], [-0.4, -0.1, -0.3], [0.2, -0.1, 0.1], [-1.0, 0.5, 0.2], [-0.3, 0.4, 0.2], [0.3, -1.4, -0.4], [0.1, 0.4, 0.1], [-0.3, -0.3, 0.4], [-0.4, -0.1, 0.4], [-0.4, 0.8, -0.3], [-0.2, -0.4, 0.8], [0.3, 0.6, 0.1], [0.8, 0.1, 0.0], [0.2, 0.2, -0.6], [0.0, 0.1, -0.1], [0.1, 0.0, -0.2], [-0.1, -0.4, 0.1], [0.7, 0.0, 0.4], [-0.2, 0.2, 0.2], [0.1, -0.3, -0.1], [0.4, 0.3, 0.0], [0.4, -0.3, 0.5], [1.1, 0.4, 0.1], [-0.3, 0.1, -0.3], [-0.1, 0.4, -0.6], [-1.2, -0.1, -0.7], [-0.6, -0.3, -0.6], [-0.2, -0.4, 0.2], [0.0, -0.3, 0.2], [0.4, 0.2, -0.3], [0.0, 0.2, 0.0], [-0.6, -0.3, 0.7], [-1.0, 0.1, -2.0], [-0.5, 1.6, 0.2], [-0.2, 0.4, -1.3], [0.2, -0.1, -0.2], [0.1, 0.2, -0.4], [0.1, 0.3, -0.1], [-0.1, 0.0, 0.1], [0.2, 0.0, 0.1], [-0.4, -0.3, 1.1], [0.3, 0.3, -0.2], [-0.1, 0.1, -0.1], [0.7, 0.2, -0.5], [0.6, 1.1, -0.1], [0.5, 0.4, -0.3], [1.1, 0.7, 0.5], [1.1, 0.2, -0.1], [0.1, 0.2, 0.4], [0.0, -0.4, -0.2], [-0.2, 0.5, -0.4], [0.0, 0.2, -0.1], [-0.1, 0.1, -0.5], [-0.2, 0.1, -0.3], [-0.8, 0.1, -1.2], [0.1, -0.4, 0.3], [-0.5, 0.2, -0.3], [0.1, -0.2, -0.2], [-0.9, -1.2, 0.1], [0.1, 0.4, 0.2], [0.4, -0.4, -0.3], [0.0, 0.3, 0.0], [-0.3, 0.1, -0.1], [0.0, -1.2, 1.6], [-0.4, -0.1, -0.2], [0.2, 0.1, 0.3], [0.3, 0.3, 0.2], [0.5, 0.0, -0.1], [0.0, -0.3, 0.1], [0.8, -0.8, 1.7], [-0.3, 0.1, 0.4], [0.3, -0.1, -0.6], [0.1, -0.2, 0.3], [0.5, 0.4, -0.9], [0.0, -0.2, 0.5], [0.2, -0.1, 0.2], [0.8, 0.2, -1.4], [0.4, 0.0, 0.8], [-0.5, 0.0, 0.5]],
  "mulliken_charge": [0.350, 0.315, 0.524, -0.882, 0.429, 0.296, 0.058, 0.343, 0.190, 0.313, -0.737, 0.140, 0.359, 0.108, 0.536, 0.329, -0.215, -0.529, 0.341, 0.083, 0.335, -1.720, 0.046, 0.197, 0.356, 0.169, 0.244, 0.314, 2.271, -0.445, 0.305, -0.091, 0.258, -0.074, 0.187, 0.366, 0.285, -0.695, -0.690, 0.125, -1.008, 0.337, 0.479, -1.515, 0.304, 0.118, 0.463, 0.112, 0.272, -1.454, 0.593, 0.370, -1.081, 0.454, 0.282, -0.919, 0.403, 0.346, -0.606, 0.180, 0.349, -0.138, -0.462, 0.285, -0.294, -1.153, 0.071, 0.303, -0.469, 0.403, 0.473, 0.311, 0.400, -1.519, -0.691, 0.275, 0.074, 0.358, 0.321, 0.166, -0.066, -0.588, 0.306, -0.648, 0.118, -0.964, 0.235, 0.157, -0.168, 0.330, 0.253, -0.108, 0.333, 0.297, -0.841, -0.409, 0.476]
}

2.
{
  "formula": "C13H42N2O8",
  "method": "ωB97M-V with the def2-TZVPD basis set",
  "smiles": "NC(N)=O.CCO.CCO.CCO.CCO.CCO.CO.CO",
  "energy_ev": -33518.2846,
  "spin_multiplicity": 1,
  "e_above_lowest_ev": 3.071,
  "orbital_gap_ev": 8.86,
  "symbols": ["C", "N", "H", "H", "C", "H", "H", "O", "H", "H", "C", "O", "H", "H", "H", "C", "H", "H", "H", "H", "O", "H", "H", "H", "H", "H", "C", "O", "C", "H", "H", "C", "C", "H", "H", "H", "C", "O", "O", "H", "C", "H", "N", "H", "O", "H", "C", "H", "H", "H", "H", "C", "H", "H", "O", "H", "H", "H", "H", "H", "H", "H", "H", "C", "H"],
  "xyz": [[-3.553, -0.488, -0.927], [-1.336, -0.287, 1.621], [-0.284, 0.084, -1.331], [-1.607, -4.469, 0.040], [2.786, -2.909, 1.098], [-2.931, -4.346, 2.267], [-3.169, 1.329, -0.636], [-0.346, 4.753, -0.697], [-1.097, -0.102, 3.954], [2.905, -2.884, 0.016], [-4.527, -0.506, 0.240], [1.615, -0.697, -1.671], [1.179, 1.828, -2.341], [-0.547, 2.802, -0.633], [2.099, -0.786, 1.211], [-0.482, 0.501, 2.187], [0.485, 0.640, 3.880], [-0.119, 3.704, -3.229], [1.888, 0.115, -1.212], [4.228, -0.850, -0.486], [-2.669, 0.520, -0.731], [-0.627, -3.724, 1.400], [5.972, -0.988, -0.895], [4.859, -0.227, -2.011], [-1.646, -0.059, 0.657], [1.779, 3.520, -0.379], [2.112, 2.267, -2.270], [2.450, 1.608, -0.034], [-0.999, 3.648, -1.150], [2.894, 1.742, -2.755], [0.938, -1.939, 0.666], [1.744, -1.802, 1.392], [-1.055, 3.659, -2.700], [-0.168, -1.607, -1.201], [-5.142, 0.386, 0.154], [3.727, -2.744, 1.504], [5.068, -0.370, -0.962], [-2.475, -2.518, 2.689], [1.111, -2.001, 2.638], [-0.913, 5.241, -0.082], [2.446, 2.747, -0.831], [3.487, 3.162, -0.892], [-0.273, 0.172, 3.382], [-1.495, 2.686, -3.046], [0.237, 1.492, 1.468], [-1.824, -1.158, 1.935], [-2.759, -3.447, 1.727], [-0.167, -0.806, -2.717], [-4.164, -0.434, -1.824], [-3.192, -2.482, 3.334], [4.238, 1.154, -0.113], [0.198, -0.726, -1.688], [0.333, -1.381, 2.739], [-1.616, 4.527, -3.121], [5.176, 0.908, -0.364], [1.933, 3.009, -2.972], [-3.682, -3.209, 1.187], [-4.099, -0.542, 1.180], [1.748, 1.684, 0.592], [-1.415, -2.659, 0.244], [2.473, -3.925, 1.225], [-5.168, -1.373, 0.141], [-2.083, 3.555, -0.751], [-1.571, -3.611, 0.791], [-2.902, -1.392, -0.909]],
  "forces_ev_per_angstrom": [[-0.7, -2.5, 1.3], [-3.1, -1.0, -4.2], [-1.2, 2.9, 1.7], [-0.3, 1.2, 1.1], [-1.7, 1.1, -1.6], [-0.3, -1.4, 0.1], [0.1, 0.6, 0.1], [0.4, 2.5, 1.1], [1.2, 0.1, -0.6], [0.3, 0.3, -0.3], [-1.3, -0.4, -2.1], [-0.3, 0.2, 0.2], [-1.7, -1.8, 0.3], [0.3, -0.7, -0.8], [0.4, 0.0, 0.4], [3.0, 5.3, -7.9], [-0.4, -0.2, -0.2], [0.8, 0.1, 0.4], [0.1, -0.2, 0.1], [-0.2, -0.8, -0.1], [1.5, 2.1, -0.7], [-1.0, 0.0, -0.5], [-0.1, 0.4, 0.4], [-0.2, -0.3, -0.6], [0.6, 0.3, 0.9], [0.3, -0.5, -0.8], [0.7, 1.6, 1.3], [1.3, -1.0, -0.1], [-2.3, -1.5, -0.6], [0.8, -1.2, 0.2], [0.2, 0.1, -0.5], [-0.9, -1.4, -0.8], [-1.0, -1.0, -0.1], [-0.2, -0.6, 0.6], [-0.2, 0.1, 0.2], [1.7, 0.3, 1.1], [-0.3, 0.4, 0.0], [0.3, 2.0, 1.7], [-0.6, 0.5, 1.0], [0.4, -0.1, -0.2], [0.7, 1.0, -1.8], [-0.8, -0.1, 0.3], [0.9, 0.3, 7.8], [0.0, 0.9, 0.2], [-3.5, -4.4, 3.7], [1.0, 1.2, 0.9], [-0.4, -1.9, -1.7], [0.2, -0.1, -0.3], [0.4, 0.0, -0.6], [0.1, 0.0, -0.1], [1.4, -0.3, -0.2], [1.5, -2.4, -2.3], [1.8, -1.3, -0.2], [0.0, -0.7, 0.7], [-0.7, 0.6, 0.6], [0.1, 2.4, -1.0], [0.1, 0.1, -0.2], [1.2, 0.0, 1.9], [-1.2, -0.3, 1.3], [-0.1, -0.6, 0.0], [-0.6, -0.4, 0.8], [-0.4, -0.2, 0.0], [1.2, 0.6, -0.7], [1.3, 0.0, -0.3], [-0.8, 0.2, -0.4]],
  "nbo_charge": [-0.059, -0.867, 0.178, 0.235, -0.633, 0.168, 0.474, -0.726, 0.409, 0.219, -0.634, -0.754, 0.203, 0.196, 0.175, 0.775, 0.426, 0.216, 0.500, 0.169, -0.709, 0.247, 0.168, 0.155, 0.432, 0.200, -0.651, -0.785, -0.060, 0.220, 0.146, -0.054, -0.642, 0.149, 0.200, 0.206, -0.244, -0.727, -0.766, 0.476, -0.079, 0.173, -0.811, 0.206, -0.824, 0.435, -0.065, 0.157, 0.169, 0.488, 0.495, -0.246, 0.472, 0.209, -0.763, 0.208, 0.154, 0.203, 0.529, 0.202, 0.206, 0.210, 0.126, -0.657, 0.174]
}

3.
{
  "formula": "C20H27AsF6MoN5O6P2",
  "method": "ωB97M-V with the def2-TZVPD basis set",
  "energy_ev": -138498.8546,
  "charge": -2,
  "spin_multiplicity": 4,
  "e_above_lowest_ev": 2.367,
  "orbital_gap_ev": [5.49, 6.40],
  "symbols": ["F", "F", "O", "H", "N", "As", "H", "H", "C", "F", "P", "F", "C", "C", "H", "C", "C", "H", "H", "C", "O", "H", "H", "C", "H", "C", "H", "H", "C", "C", "H", "H", "H", "O", "H", "C", "N", "C", "N", "H", "O", "H", "H", "C", "H", "Mo", "H", "C", "O", "F", "H", "F", "H", "C", "C", "H", "C", "H", "N", "C", "P", "H", "N", "H", "C", "O", "H", "C"],
  "xyz": [[-5.081, 1.871, -1.231], [-4.809, 2.962, -3.395], [-1.331, -1.798, 1.551], [-0.569, -0.187, 3.389], [0.675, -2.198, 4.597], [-3.755, 2.169, -2.297], [-3.857, 0.615, 0.856], [-1.284, -3.492, -0.298], [2.902, 0.694, 2.616], [-4.052, 0.674, -3.070], [-1.600, 0.980, 1.561], [-2.411, 2.479, -3.314], [0.058, -1.831, -1.697], [1.747, 3.532, -2.140], [-0.737, -3.006, 3.621], [2.158, 3.190, 1.633], [3.396, -3.862, 3.164], [2.563, -0.153, 3.199], [3.417, 1.397, 3.267], [2.346, -2.326, 1.463], [2.403, -2.277, -2.152], [3.579, 0.333, 1.839], [0.058, 2.815, 3.319], [-0.281, 4.557, -1.156], [2.513, 3.568, 2.592], [2.105, 4.757, -2.641], [-3.741, 0.855, 2.618], [-0.536, 6.628, -1.540], [-2.019, 2.773, 1.579], [2.395, -2.904, 2.807], [1.581, 6.854, -2.843], [3.290, -2.397, -0.345], [4.071, -3.260, 0.943], [1.392, -1.626, 1.071], [-2.480, 3.054, 2.532], [0.370, 1.770, 3.321], [-1.149, -3.604, 2.925], [-0.866, 0.850, 3.249], [3.407, -2.561, 0.659], [-1.124, 3.374, 1.407], [-0.665, -0.830, -1.256], [1.405, 3.858, 1.209], [-2.718, 2.973, 0.766], [0.277, 2.165, -0.800], [2.990, 3.138, 0.926], [0.292, 0.422, 0.008], [-1.060, -4.820, 0.736], [0.537, 3.375, -1.348], [1.834, -0.290, -1.277], [-2.721, 1.392, -1.146], [-3.312, -0.722, 1.893], [-3.490, 3.670, -1.467], [0.948, 1.580, 4.225], [-3.299, 0.354, 1.756], [1.585, -1.471, -1.752], [3.011, 4.846, -3.231], [0.102, 5.761, -1.689], [2.362, 2.653, -2.301], [-1.404, -3.883, 0.630], [-1.258, -3.020, 1.679], [1.464, 1.509, 1.843], [-1.223, 4.459, -0.630], [4.200, -4.652, 3.436], [-0.809, -4.547, 2.962], [1.300, 5.896, -2.423], [-0.338, -2.933, -1.959], [-1.605, 1.109, 4.009], [1.444, -2.525, 3.793]],
  "forces_ev_per_angstrom": [[-0.7, -0.1, 0.4], [-0.5, 0.4, -0.5], [-0.1, -0.8, 0.2], [0.0, -0.1, 0.1], [0.3, 0.2, 0.2], [0.2, -0.1, 0.4], [0.0, 0.0, 0.0], [0.0, 0.1, -0.1], [0.0, -0.1, -0.3], [-0.1, -0.6, -0.4], [-0.4, 0.6, 0.6], [0.4, 0.1, -0.3], [0.4, 1.5, 0.5], [-0.1, 0.1, 0.1], [-0.1, 0.1, 0.2], [-0.1, 0.0, -0.3], [-0.5, 0.4, -0.1], [0.0, -0.2, 0.1], [0.1, 0.1, 0.1], [-0.4, 0.1, 0.4], [0.4, -0.2, -0.1], [0.0, 0.0, 0.1], [0.0, 0.1, 0.0], [0.0, 0.0, -0.1], [0.0, 0.0, 0.0], [-0.2, 0.0, 0.1], [0.0, 0.0, 0.0], [0.0, -0.1, 0.0], [0.1, 0.0, -0.1], [0.0, -0.2, 0.3], [0.0, 0.0, 0.0], [0.0, 0.0, 0.3], [0.0, 0.0, 0.0], [0.0, 0.1, 0.5], [0.0, 0.0, 0.0], [-0.4, -0.3, -0.2], [-0.4, -0.2, -0.5], [0.3, 0.0, -0.2], [0.2, -0.1, -0.4], [-0.1, 0.0, 0.1], [-0.1, -0.8, -0.4], [0.1, 0.0, 0.1], [0.1, 0.0, 0.0], [0.1, -0.2, 0.4], [0.0, 0.0, 0.0], [0.3, -0.3, -1.2], [0.0, 0.0, 0.0], [0.1, -0.1, -0.1], [0.1, -0.6, -0.1], [0.3, -0.2, 0.2], [0.1, 0.0, 0.0], [0.1, 0.6, 0.2], [0.0, 0.0, 0.1], [0.1, -0.2, -0.2], [-0.4, 0.8, 0.3], [0.0, 0.0, 0.0], [0.2, -0.1, 0.0], [-0.1, 0.0, 0.0], [0.0, 0.0, 0.0], [-0.3, 0.5, 0.1], [0.5, 0.8, 0.9], [0.1, 0.0, -0.1], [-0.1, 0.2, -0.1], [0.1, -0.2, 0.0], [-0.1, -0.2, 0.0], [-0.5, -1.0, -0.4], [0.0, 0.0, 0.1], [0.8, 0.0, -0.6]],
  "nbo_charge": [-0.647, -0.638, -0.702, 0.272, -0.505, 2.852, 0.275, 0.439, -0.941, -0.627, 1.127, -0.626, 0.698, -0.195, 0.420, -0.940, 0.328, 0.255, 0.212, 0.707, -0.672, 0.252, 0.222, -0.194, 0.211, -0.243, 0.203, 0.198, -0.965, -0.613, 0.188, 0.439, 0.388, -0.722, 0.202, -0.709, -0.860, -0.737, -0.831, 0.224, -0.694, 0.251, 0.279, 0.034, 0.243, 0.737, 0.367, -0.216, -0.722, -0.641, 0.264, -0.649, 0.229, -0.941, 0.683, 0.196, -0.224, 0.221, -0.849, 0.808, 1.070, 0.228, -0.461, 0.363, -0.263, -0.641, 0.211, 0.373]
}